(1)
The following is a quantum chemistry calculation of a structure of composition C20H33BBe2BrClF2LiNNaO22PS, from the Open Molecules 2025 dataset.

For the HOMO energy, the calculation gives -12.44 eV. As for the net charge: +2.

Last column: Löwdin charge in e.
Atoms and positions in Å:
C: 2.84096 -0.49279 -0.66229  -0.22
C: 2.11204 -1.88669 -0.09523  -0.14
C: 1.46686 -2.59990 -1.46453  -0.24
O: 0.65143 -1.73926 -2.28247  -0.36
P: -0.88565 -1.26603 -1.69906  0.53
N: -1.04751 -2.44230 -0.32155  -0.01
C: -1.76198 -3.50113 -0.89606  -0.10
O: -2.13528 -4.60380 -1.59771  0.03
S: -0.88475 0.02566 -3.46245  0.81
O: -2.09451 0.98900 -3.50933  -0.37
O: -0.91645 -0.95870 -4.68226  -0.35
F: 0.65283 0.80299 -3.45391  -0.35
O: -0.35378 0.08124 -0.65947  -0.27
C: -1.49662 0.97900 -0.28536  -0.26
C: -1.18853 1.84155 1.07437  -0.10
C: -0.79434 3.39604 0.64997  -0.24
O: 0.54491 3.52385 0.05327  -0.15
C: -2.90269 0.07691 -0.35660  -0.60
Br: -4.38726 1.28735 -1.05363  1.15
C: -3.34846 -0.45943 1.12666  -0.07
B: -4.45398 -1.67528 1.12924  -0.42
O: -4.78577 -2.57469 0.00755  0.07
O: -5.18495 -1.90070 2.42209  0.03
O: -2.59313 -0.96526 -1.35021  -0.32
H: 2.21809 0.47109 -0.43319  0.03
H: 3.90232 -0.38285 -0.17953  0.03
H: 2.94087 -0.55511 -1.84849  0.08
H: 1.29057 -1.67088 0.71539  0.11
H: 3.00327 -2.55856 0.29503  0.13
H: 1.04113 -3.68765 -1.24491  0.14
H: 2.44659 -2.82941 -2.11455  0.14
H: -1.40412 -2.28488 -2.61086  0.09
H: -1.37270 1.81657 -1.12704  0.14
H: -0.22470 1.39465 1.59460  0.13
H: -2.08089 1.92512 1.82669  0.12
H: -0.81256 4.01638 1.65628  0.13
H: -1.67133 3.78897 -0.02243  0.11
H: 0.73100 4.51632 0.03533  0.11
H: -2.35238 -0.71008 1.71082  0.15
H: -3.87074 0.46676 1.66979  0.13
H: -5.03615 -1.97342 -0.75361  0.12
H: -6.00656 -2.44707 2.24003  0.13
Na: 0.39344 1.59912 -5.42453  0.55
Be: 3.99344 1.61307 -0.77104  0.47
C: 5.37497 -1.04707 -3.93232  -0.12
C: 6.46364 -0.17195 -4.46332  -0.12
O: 5.81587 0.57574 -5.47498  0.08
C: 4.48484 0.58400 -5.17173  -0.54
O: 3.65411 1.27595 -5.73633  0.12
O: 4.20524 -0.28190 -4.15413  0.02
H: 5.49872 -1.26645 -2.86828  0.14
H: 5.29027 -1.98989 -4.48278  0.15
H: 6.85164 0.51834 -3.70683  0.13
H: 7.29513 -0.74787 -4.87877  0.16
O: -2.94285 4.73722 -5.93434  -0.27
Cl: -1.70658 5.47819 -5.77584  0.68
O: -0.59331 4.66136 -6.21829  -0.43
O: -1.52656 5.82512 -4.37953  -0.36
O: -1.76348 6.68923 -6.57119  -0.26
C: -0.55271 1.32300 5.65287  0.11
C: 0.07531 0.87165 6.74034  -0.16
C: 1.36272 1.46740 7.19342  -0.29
O: 1.90681 1.04417 8.20725  0.14
C: 1.94003 2.55497 6.38811  0.10
C: 1.31358 3.00383 5.29874  -0.20
C: 0.01283 2.42664 4.86166  -0.27
O: -0.54818 2.87264 3.86641  0.10
O: 1.85185 4.02380 4.53578  0.09
O: -0.44882 -0.16713 7.48756  0.12
H: -1.49016 0.90068 5.31350  0.08
H: 2.88494 2.96691 6.71855  0.15
H: 1.21207 4.16830 3.80482  0.11
H: 0.18792 -0.30749 8.22182  0.13
F: -3.80656 3.36938 0.20160  -0.37
C: -0.52766 -7.97401 -0.18252  -0.16
O: -0.06482 -7.00322 -1.10314  -0.14
H: -0.03572 -8.92643 -0.39322  0.08
H: -0.28429 -7.65795 0.83482  0.07
H: -1.60856 -8.09311 -0.28983  0.08
H: -0.51830 -6.16955 -0.89167  0.03
Li: 4.89344 2.60012 -2.99259  0.52
C: -3.78022 -0.99822 5.01047  -0.12
O: -2.87075 -0.04684 4.86109  0.07
H: -4.67491 -0.94788 4.36689  0.14
H: -3.45808 -2.03808 4.83129  0.11
H: -4.24883 -1.09799 6.00432  0.17
Be: 0.69344 4.54862 -4.64449  0.81

***

(2)
The following is a quantum chemistry calculation of a structure of composition C20H33CuFN5O6S, from the Open Molecules 2025 dataset.

For the HOMO energy, the calculation gives -7.89 eV. As for the net charge: 0.

Last column: Löwdin charge in e.
Atoms and positions in Å:
Cu: 0.86015 -1.53567 1.90178  0.17
O: 0.15440 1.88225 1.93224  0.11
C: 0.78818 1.37833 0.87961  -0.47
O: 0.61342 0.24975 0.47933  0.07
C: 1.79099 2.32327 0.23408  -0.22
N: 1.57276 3.68087 0.75039  -0.04
C: 0.85203 4.39257 -0.31684  -0.19
C: 1.42317 3.84286 -1.61974  -0.15
C: 1.68298 2.36352 -1.30561  -0.10
H: 2.76317 1.94609 0.56712  0.17
H: 2.46033 4.13181 0.93623  0.13
H: 0.48292 2.82053 1.97225  0.11
H: 0.95614 5.46868 -0.19004  0.12
H: -0.21325 4.15697 -0.22817  0.12
H: 2.35939 4.35206 -1.85758  0.11
H: 0.75505 3.98532 -2.46736  0.11
H: 2.59616 1.99943 -1.77086  0.10
H: 0.87728 1.71589 -1.64880  0.12
C: -3.26533 2.34867 2.99889  -0.10
C: -3.90839 2.56898 1.63746  -0.26
C: -4.02983 1.31939 0.76851  -0.19
C: -2.70689 0.62655 0.44597  -0.17
N: -2.31048 -0.30691 1.48780  0.04
C: -1.72318 -1.50334 1.44712  -0.78
S: -1.05103 -2.12367 2.92448  0.69
N: -1.61648 -2.26285 0.35300  0.02
C: -1.92655 -2.01832 -1.05006  -0.17
C: -3.39040 -2.22983 -1.42003  -0.20
C: -3.83786 -3.68672 -1.46885  -0.26
C: -3.88790 -4.39274 -0.12223  -0.11
H: -3.31771 3.24770 3.61231  0.08
H: -2.20771 2.09371 2.91611  0.05
H: -3.75987 1.54877 3.55378  0.08
H: -3.33322 3.32067 1.08517  0.10
H: -4.90275 3.00233 1.76983  0.11
H: -4.49498 1.59870 -0.17939  0.11
H: -4.69988 0.59061 1.23361  0.12
H: -1.91135 1.37112 0.32168  0.11
H: -2.78671 0.10126 -0.50060  0.08
H: -2.21008 0.09511 2.41039  0.09
H: -1.06539 -3.08753 0.54586  0.11
H: -1.30958 -2.73236 -1.60025  0.13
H: -1.55324 -1.03446 -1.34563  0.11
H: -3.54754 -1.77501 -2.40179  0.12
H: -4.03439 -1.68160 -0.72569  0.11
H: -3.18428 -4.23625 -2.15436  0.11
H: -4.83076 -3.71990 -1.92516  0.11
H: -2.90070 -4.56190 0.30391  0.06
H: -4.37214 -5.36430 -0.21148  0.07
H: -4.45144 -3.80854 0.60767  0.08
F: 3.05761 -0.58708 -3.59718  0.08
C: 3.93346 -0.70080 -2.58715  -0.19
C: 3.80731 -1.63483 -1.64341  0.06
N: 4.69601 -1.74309 -0.59480  0.02
C: 4.42193 -2.70225 0.48810  -0.02
C: 3.04349 -2.37566 1.05050  -0.66
O: 2.97104 -1.64441 2.06094  -0.02
O: 2.05075 -2.77943 0.39924  -0.04
C: 5.78007 -0.90275 -0.47774  -0.47
O: 6.59608 -0.95883 0.41228  0.09
N: 5.87225 0.05253 -1.48132  0.21
C: 5.02093 0.26825 -2.55521  -0.42
O: 5.19514 1.17417 -3.33924  0.09
H: 2.98000 -2.32991 -1.61231  0.14
H: 5.20789 -2.55896 1.22450  0.12
H: 4.45551 -3.71629 0.08960  0.13
H: 6.66328 0.67751 -1.40284  0.17

***

(3)
The following is a quantum chemistry calculation of a structure of composition C20H33IrNO10P2, from the Open Molecules 2025 dataset.

For the HOMO energy (spin up / spin down), the calculation gives -8.90 / -12.34 eV. As for the net charge: +1. The energy relative to the best compared isomer or geometry (same formula, charge and spin) is 0.00 kcal/mol. As for the spin multiplicity: 5.

Last column: Löwdin spin population.
Atoms and positions in Å:
Ir: -0.87427 -1.89240 -0.60387  1.54
O: -6.98415 -5.12325 -0.98605  0.57
C: -6.67880 -3.90048 -0.85943  0.08
O: -7.71812 -3.20186 -0.75850  0.49
C: -5.32670 -3.38185 -0.82321  0.26
C: -5.10052 -1.96609 -0.68910  0.09
C: -3.84492 -1.48570 -0.64575  0.11
N: -2.74564 -2.33035 -0.72423  0.26
C: -2.96596 -3.71457 -0.87629  0.18
C: -4.22230 -4.23672 -0.92324  -0.01
C: -1.74005 -4.51421 -0.96746  0.04
O: -1.66733 -5.69490 -1.13482  0.12
O: -0.60045 -3.74094 -0.86387  0.15
H: -5.94356 -1.29221 -0.63458  0.00
H: -3.61687 -0.43351 -0.56262  0.00
H: -4.34357 -5.30656 -1.03708  0.00
C: 3.37999 -0.81702 -2.96789  0.00
C: 2.48409 0.36780 -2.69354  0.00
C: 1.10141 0.25572 -3.29083  0.00
O: 2.35764 0.59476 -1.22478  0.00
P: 2.02014 -0.43815 -0.11681  0.01
O: 1.16153 -1.59849 -0.53820  0.05
C: 1.16203 0.55739 1.11536  0.00
P: -0.42659 1.17940 0.52948  0.01
O: -1.17150 0.10218 -0.21331  0.05
O: -1.18286 1.77652 1.74699  0.00
C: -1.66950 1.07929 2.96181  0.00
C: -2.74210 0.07757 2.60264  0.00
C: -2.15424 2.17644 3.87785  0.00
O: -0.19004 2.36437 -0.43680  0.00
C: 0.28703 3.70087 -0.00884  0.00
C: 1.40537 4.07336 -0.95211  0.00
C: -0.89245 4.64155 -0.04322  0.00
O: 3.30901 -1.02054 0.51734  0.00
C: 4.62584 -0.35415 0.62363  0.00
C: 4.74517 0.24636 2.00587  0.00
C: 5.65970 -1.41968 0.34965  0.00
H: 3.52400 -0.90862 -4.04453  0.00
H: 2.93095 -1.74510 -2.60997  0.00
H: 4.36029 -0.68457 -2.51097  0.00
H: 2.96196 1.29222 -3.01278  0.00
H: 0.63330 -0.69272 -3.02592  0.00
H: 1.18160 0.29550 -4.37742  0.00
H: 0.46679 1.07907 -2.96320  0.00
H: 1.78954 1.39658 1.42428  0.00
H: 1.00461 -0.08581 1.98670  0.00
H: -0.79843 0.58311 3.39805  0.00
H: -3.57113 0.57352 2.09694  0.00
H: -3.12197 -0.37769 3.51707  0.00
H: -2.36827 -0.72198 1.96328  0.00
H: -2.99631 2.70051 3.42588  0.00
H: -1.36100 2.89190 4.08887  0.00
H: -2.48551 1.74082 4.82007  0.00
H: 0.66137 3.60055 1.01381  0.00
H: 1.03120 4.12668 -1.97486  0.00
H: 2.21416 3.34362 -0.91058  0.00
H: 1.80318 5.05083 -0.68019  0.00
H: -1.30313 4.69259 -1.05154  0.00
H: -0.56888 5.64060 0.24928  0.00
H: -1.67244 4.31649 0.64337  0.00
H: 4.65236 0.41916 -0.14673  0.00
H: 4.64929 -0.53088 2.76396  0.00
H: 3.99105 1.01251 2.18837  0.00
H: 5.72408 0.71295 2.11459  0.00
H: 5.59138 -2.20966 1.09733  0.00
H: 6.65616 -0.98089 0.39843  0.00
H: 5.52334 -1.86126 -0.63578  0.00

***

(4)
The following is a quantum chemistry calculation of the molecule C20H33N3O3S, from the Open Molecules 2025 dataset.

The SMILES is CCCC[C@H](C[C@H](O)COCC(C)C)C(=O)NNC(=S)Nc1ccccc1. For the HOMO energy, the calculation gives -8.55 eV. As for the net charge: 0. The energy relative to the best compared isomer or geometry (same formula, charge and spin) is 17.62 kcal/mol.

Last column: Löwdin charge in e.
Atoms and positions in Å:
C: 1.38996 5.58102 2.02104  -0.11
C: 0.61009 4.34882 2.46404  -0.26
C: -0.62661 4.07526 1.60662  -0.21
C: -0.33911 3.83879 0.12193  -0.16
C: 0.65531 2.69805 -0.15123  -0.23
C: 0.76657 2.45098 -1.66015  -0.10
C: 1.96720 1.59145 -2.08638  -0.35
O: 2.13207 1.65943 -3.48347  -0.02
C: 1.82552 0.12495 -1.65942  -0.16
O: 0.58308 -0.33820 -2.14950  -0.15
C: 0.32397 -1.71667 -1.97150  -0.20
C: 0.45632 -2.53215 -3.26596  -0.40
C: 1.89477 -2.58394 -3.77405  -0.07
C: -0.07902 -3.94157 -3.02557  -0.08
C: 0.24493 1.45797 0.61448  -0.48
O: 0.90923 0.94308 1.50025  0.06
N: -0.97434 0.96614 0.30328  0.09
N: -1.38511 -0.20175 0.93120  0.04
C: -2.34478 -0.96366 0.37524  -0.85
S: -3.20834 -0.43272 -0.94181  0.65
N: -2.61848 -2.17887 0.91526  0.05
C: -2.09197 -2.79826 2.05334  -0.24
C: -1.72235 -2.08760 3.19317  -0.03
C: -1.21949 -2.76149 4.29195  -0.07
C: -1.09019 -4.13938 4.27666  -0.09
C: -1.48561 -4.85105 3.15554  -0.08
C: -1.98488 -4.18856 2.05144  -0.03
H: 0.73585 6.44955 1.97550  0.07
H: 2.18959 5.79234 2.72718  0.07
H: 1.83746 5.43502 1.04133  0.06
H: 0.27779 4.49441 3.49471  0.11
H: 1.26140 3.47412 2.45603  0.10
H: -1.14222 3.20328 2.01527  0.11
H: -1.30816 4.92600 1.68659  0.11
H: 0.05945 4.75309 -0.32013  0.11
H: -1.28381 3.61869 -0.38051  0.12
H: 1.64097 2.98163 0.22923  0.15
H: 0.87948 3.41647 -2.15927  0.13
H: -0.14027 1.98049 -2.04474  0.12
H: 2.89096 1.99672 -1.66000  0.16
H: 1.38150 1.19491 -3.87607  0.10
H: 2.65873 -0.44388 -2.09057  0.13
H: 1.87778 0.02967 -0.56780  0.12
H: 0.97328 -2.13113 -1.19058  0.14
H: -0.71579 -1.78724 -1.63086  0.09
H: -0.16516 -2.04105 -4.02204  0.14
H: 1.95198 -3.20167 -4.66780  0.08
H: 2.25325 -1.59018 -4.03008  0.07
H: 2.55186 -3.01322 -3.01928  0.08
H: -1.11894 -3.90858 -2.70865  0.07
H: -0.01746 -4.52955 -3.93776  0.08
H: 0.50254 -4.44226 -2.25360  0.08
H: -1.51347 1.17519 -0.53397  0.07
H: -0.65433 -0.57414 1.53562  0.14
H: -3.25977 -2.73091 0.36088  0.12
H: -1.86408 -1.01959 3.24179  0.11
H: -0.93563 -2.20071 5.16945  0.11
H: -0.69584 -4.65737 5.13702  0.10
H: -1.40371 -5.92739 3.13979  0.11
H: -2.29398 -4.74280 1.17688  0.11

***

no.,F_max (hartree/bohr)
1,0.218
2,0.010
3,0.005
4,0.012